ORCA calculation (the ωB97M-V functional and the def2-TZVPD basis) on a molecular structure, C29H37N3O2Sr in a non-equilibrium geometry.

CARTESIAN COORDINATES (ANGSTROEM)
1 Sr 0.587803 0.471515 0.403871
2 C 3.061335 0.822875 1.717442
3 C 2.135994 1.025685 2.771653
4 C 1.366478 2.186124 2.426924
5 C 1.867468 2.650011 1.172968
6 C 2.921996 1.821353 0.738198
7 C 3.920378 2.116205 -0.365120
8 C 4.175011 0.871390 -1.226714
9 C 5.249022 2.549139 0.275260
10 C 3.421634 3.245613 -1.269202
11 C 0.399604 3.080630 3.217422
12 C -0.466298 3.942002 2.278273
13 C -0.613683 2.328598 4.092097
14 C 1.227670 4.047335 4.082757
15 C 2.132606 0.098751 3.991502
16 C 2.401962 0.871481 5.292539
17 C 0.825644 -0.705793 4.092330
18 C 3.260176 -0.942216 3.883953
19 H 3.843215 0.077728 1.703521
20 H 1.680467 3.635913 0.774661
21 H 4.630458 0.081257 -0.626550
22 H 4.857602 1.100118 -2.048674
23 H 3.240402 0.496834 -1.657069
24 H 5.645395 1.752186 0.905522
25 H 5.092740 3.429289 0.900549
26 H 5.992841 2.788374 -0.490608
27 H 2.456580 2.991442 -1.717014
28 H 4.135423 3.432324 -2.074028
29 H 3.307280 4.171620 -0.703877
30 H -1.128568 3.313628 1.678213
31 H 0.120467 4.570755 1.611163
32 H -1.091500 4.604607 2.880817
33 H -1.194541 1.626043 3.488337
34 H -1.316400 3.042354 4.529043
35 H -0.152822 1.789876 4.914214
36 H 1.849679 4.672857 3.439756
37 H 1.891322 3.509410 4.758449
38 H 0.576342 4.693132 4.678401
39 H 1.608969 1.572155 5.537087
40 H 3.333874 1.432770 5.198894
41 H 2.501101 0.176651 6.129928
42 H -0.053917 -0.072018 4.164491
43 H 0.847557 -1.352867 4.973027
44 H 0.711570 -1.348744 3.213164
45 H 4.238713 -0.462079 3.833049
46 H 3.133599 -1.584104 3.009338
47 H 3.244314 -1.578974 4.770517
48 O -1.806811 -2.959280 1.254824
49 C -1.007489 -2.189425 0.761226
50 N -1.170722 -0.878140 0.421166
51 C -2.305114 -0.209844 0.771614
52 O -3.217167 -0.571072 1.490092
53 C -2.386510 1.186798 0.161573
54 C -3.590023 1.869019 0.303104
55 C -3.729518 3.114438 -0.280216
56 C -2.654915 3.649499 -0.978543
57 C -1.483208 2.919294 -1.040588
58 N -1.340603 1.713827 -0.486036
59 C 0.373324 -2.726557 0.402258
60 C 0.540976 -4.106980 0.413532
61 C 1.769671 -4.642526 0.076159
62 C 2.806053 -3.776218 -0.242962
63 C 2.561857 -2.416428 -0.206540
64 N 1.373763 -1.889935 0.099431
65 H -4.380396 1.397872 0.868933
66 H -4.658722 3.662124 -0.193279
67 H -2.720762 4.619437 -1.450941
68 H -0.608945 3.320574 -1.541473
69 H -0.305081 -4.717643 0.693081
70 H 1.917585 -5.714361 0.063071
71 H 3.786973 -4.144697 -0.508596
72 H 3.352523 -1.709709 -0.426266

Forces on atoms 1 to 3 (eV/Å):
2.8 1.4 0.2
0.1 0.1 -0.2
0.0 -0.1 -0.1

Computed properties:
Lowest unoccupied orbital energy   -0.0063 Eh
Total charge   0
Orbital gap   7.19 eV
Total energy   -1472.81038 hartree